Here is one molecule with the formula C8H10O3 at a distorted geometry from OMol25. Energies are from ωB97M-V/def2-TZVPD.

Summary:
SMILES: O=C1C=C[C@]2(O)CCO[C@@H]2C1
Relative energy (zero: lowest compared OMol25 entry of this formula, charge and spin), kcal/mol: 18.9
LUMO, Ha: 0.0022
Multiplicity: 1
E_tot, eV: -14599.559

```
21
Properties=species:S:1:pos:R:3:forces:R:3:mulliken_charge:R:1
H -1.7959 -0.8904 -2.3902 0.0 0.2 -0.2 0.29
H -0.8447 0.6369 -2.4205 0.1 -0.8 0.4 0.31
C 1.4807 0.5226 -0.1377 -1.9 1.4 0.5 -1.14
C 0.6015 -0.7141 -0.1604 -0.2 0.1 1.7 1.52
C 0.1531 -1.1742 -1.5073 0.0 0.8 -1.6 -1.09
H 0.8547 -1.0298 -2.3240 0.5 -0.2 0.1 0.38
C -0.8811 0.4504 1.6583 1.0 -0.5 -0.7 -0.66
C -0.0535 1.6927 1.4103 -0.8 1.1 1.4 0.42
H 1.7387 2.5239 0.4426 -0.1 0.3 0.2 0.45
C 1.1121 1.6540 0.5298 1.0 -2.1 -1.2 -0.30
H 2.3454 0.5338 -0.7733 0.4 -0.2 -0.1 0.45
H 1.6009 -1.5327 1.4318 -0.4 0.3 -0.8 0.40
C -1.0671 -0.2898 -1.8363 -0.4 0.1 -0.4 -0.41
O -0.3271 2.7139 2.0267 0.3 -0.4 -0.5 -0.60
H -0.4723 -0.0817 2.5485 -0.2 0.4 -0.5 0.34
H -1.8962 0.7527 1.8669 -0.2 0.1 0.1 0.35
O -1.6650 0.1065 -0.6020 1.4 -0.6 0.8 -0.43
O 1.3300 -1.7589 0.5209 -0.3 -0.2 -0.1 -0.64
C -0.8365 -0.4718 0.4392 -0.2 0.6 0.9 -0.21
H -1.2546 -1.4267 0.7672 0.1 -0.3 -0.4 0.25
H -0.1231 -2.2173 -1.4905 -0.1 -0.3 0.3 0.31
```
Forces are in eV/Å.